i:
This record from the Open Molecules 2025 dataset describes CH5ClNOP as an isolated structure. The level of theory is ωB97M-V with the def2-TZVPD basis set.

```
! RIJCOSX wB97M-V def2-TZVPD def2/J DEFGRID3
* xyz 0 1
C -1.161 -1.187 0.380
N 0.857 1.883 -0.573
O -0.341 -0.098 -0.192
P 0.634 0.877 0.685
Cl 3.145 -0.317 0.247
H -2.036 -0.715 0.677
H -0.591 -1.702 1.199
H -1.436 -1.884 -0.409
H 0.194 1.716 -1.343
H 1.813 2.159 -0.761
*
```

* HOMO-LUMO gap: 8.434 eV

In the natural (NBO) picture, each atom carries the following charge in e: atom 1 (C): -0.246, atom 2 (N): -1.202, atom 3 (O): -0.833, atom 4 (P): 1.501, atom 5 (Cl): -0.691, atom 6 (H): 0.186, atom 7 (H): 0.205, atom 8 (H): 0.209, atom 9 (H): 0.428, atom 10 (H): 0.443

=====

ii:
This record from the Open Molecules 2025 dataset describes CH5ClNOP in the gas phase. The level of theory is ωB97M-V with the def2-TZVPD basis set.

```
! RIJCOSX wB97M-V def2-TZVPD def2/J DEFGRID3
* xyz 0 1
C -0.613 -0.626 1.047
P 0.661 0.278 0.023
N -0.126 0.387 -1.475
O 1.028 1.572 0.595
Cl 2.136 -1.109 -0.116
H -0.322 -0.515 2.146
H -1.412 0.135 0.837
H -1.036 -1.571 0.767
H -0.567 1.298 -1.432
H 0.252 0.151 -2.393
*
```

* HOMO-LUMO gap: 11.377 eV
* SMILES: C[P@@](N)(=O)Cl

In the natural (NBO) picture, each atom carries the following charge in e: atom 1 (C): -0.988, atom 2 (P): 1.985, atom 3 (N): -1.206, atom 4 (O): -1.062, atom 5 (Cl): -0.292, atom 6 (H): 0.252, atom 7 (H): 0.233, atom 8 (H): 0.251, atom 9 (H): 0.405, atom 10 (H): 0.423

=====

Relative energy table, unit kcal/mol: i 47.5; ii 0.0

=====

i:
This record from the Open Molecules 2025 dataset describes C4H6NS as an isolated structure. The level of theory is ωB97M-V with the def2-TZVPD basis set.

```
! RIJCOSX wB97M-V def2-TZVPD def2/J DEFGRID3
* xyz 1 1
C -2.237 -1.280 -0.039
C -3.068 -0.411 -0.114
C -0.711 0.565 -0.267
C 0.559 1.168 0.085
N -0.951 -1.634 0.112
S -2.276 1.060 0.326
H -0.749 0.125 -1.298
H 0.601 2.139 -0.492
H 1.469 0.670 -0.062
H 0.408 1.571 1.113
H -0.703 -2.308 0.759
H -0.680 -2.067 -0.731
*
```

* HOMO-LUMO gap (spin up / spin down): 8.294 / 8.293 eV

In the natural (NBO) picture, each atom carries the following charge in e: atom 1 (C): 0.272, atom 2 (C): -0.288, atom 3 (C): -0.059, atom 4 (C): -0.742, atom 5 (N): -0.726, atom 6 (S): 0.623, atom 7 (H): 0.229, atom 8 (H): 0.315, atom 9 (H): 0.286, atom 10 (H): 0.252, atom 11 (H): 0.426, atom 12 (H): 0.412

=====

ii:
This record from the Open Molecules 2025 dataset describes an isolated ion of composition C4H6NS and charge +1. The level of theory is ωB97M-V with the def2-TZVPD basis set.

```
! RIJCOSX wB97M-V def2-TZVPD def2/J DEFGRID3
* xyz 1 1
C -1.159 -0.351 1.118
C -0.662 0.566 -2.233
C 1.056 -0.254 0.936
C 0.928 0.413 -0.182
N 0.007 -0.583 1.722
S -0.701 0.855 -0.618
H -2.027 -0.301 1.674
H 0.130 -0.118 -2.690
H -1.627 0.823 -2.741
H 2.133 -0.544 1.214
H 1.700 0.544 -0.914
H 0.222 -1.049 2.713
*
```

* HOMO-LUMO gap: 7.824 eV

In the natural (NBO) picture, each atom carries the following charge in e: atom 1 (C): 0.050, atom 2 (C): -0.685, atom 3 (C): -0.012, atom 4 (C): -0.397, atom 5 (N): -0.504, atom 6 (S): 0.817, atom 7 (H): 0.200, atom 8 (H): 0.257, atom 9 (H): 0.266, atom 10 (H): 0.263, atom 11 (H): 0.278, atom 12 (H): 0.467

=====

Relative energy table, unit kcal/mol: i 29.9; ii 0.0

=====

i:
This record from the Open Molecules 2025 dataset describes an isolated ion of composition C4H6NS and charge +1. The level of theory is ωB97M-V with the def2-TZVPD basis set.

```
! RIJCOSX wB97M-V def2-TZVPD def2/J DEFGRID3
* xyz 1 1
C -0.041 -1.221 0.078
C 1.344 -1.196 0.232
C -1.791 0.476 -0.503
C 1.031 1.236 0.343
N -0.686 -0.073 -0.340
S 2.198 0.228 -0.252
H -0.583 -2.122 -0.005
H 1.777 -2.152 0.482
H -1.915 1.496 -0.844
H -2.791 0.194 -0.300
H 0.687 2.204 -0.166
H 0.770 0.930 1.275
*
```

* HOMO-LUMO gap (spin up / spin down): 8.718 / 8.719 eV

In the natural (NBO) picture, each atom carries the following charge in e: atom 1 (C): 0.020, atom 2 (C): -0.384, atom 3 (C): 0.067, atom 4 (C): -0.356, atom 5 (N): -0.379, atom 6 (S): 0.619, atom 7 (H): 0.242, atom 8 (H): 0.277, atom 9 (H): 0.193, atom 10 (H): 0.201, atom 11 (H): 0.282, atom 12 (H): 0.217

=====

ii:
This record from the Open Molecules 2025 dataset describes an isolated ion of composition C4H6NS and charge +1. The level of theory is ωB97M-V with the def2-TZVPD basis set.

```
! RIJCOSX wB97M-V def2-TZVPD def2/J DEFGRID3
* xyz 1 1
C -1.189 1.202 0.218
C 0.099 1.279 -0.115
N 0.710 0.041 -0.446
C 0.734 -1.016 0.573
C -0.400 -1.123 -0.370
S -1.952 -0.344 0.013
H -1.805 2.025 0.530
H 0.695 2.173 -0.162
H 1.425 0.043 -1.171
H 0.547 -0.676 1.585
H 1.544 -1.731 0.495
H -0.409 -1.873 -1.149
*
```

* HOMO-LUMO gap: 10.227 eV
* SMILES: C1=C[N@H+]2C[C@H]2S1

In the natural (NBO) picture, each atom carries the following charge in e: atom 1 (C): -0.333, atom 2 (C): -0.104, atom 3 (N): -0.373, atom 4 (C): -0.234, atom 5 (C): -0.187, atom 6 (S): 0.434, atom 7 (H): 0.281, atom 8 (H): 0.264, atom 9 (H): 0.459, atom 10 (H): 0.257, atom 11 (H): 0.259, atom 12 (H): 0.276

=====

Relative energy table, unit kcal/mol: i 50.1; ii 0.0